*1*
Here is a molecular structure, C5H8ClNS from the Open Molecules 2025 dataset. Energies are from the ωB97M-V functional and the def2-TZVPD basis.

Cartesian coordinates (Å):
C: -0.078 0.294 -1.045
C: 1.271 0.253 -0.209
C: 0.047 -1.480 0.556
C: -0.856 -0.347 -0.028
C: -0.480 0.354 1.228
H: 0.219 2.312 -1.995
H: 0.065 -0.255 -2.024
H: 2.080 -0.192 -0.794
H: 1.632 1.250 0.229
H: -0.579 -1.959 1.372
H: 0.444 -2.147 -0.028
H: -0.905 -0.047 2.129
H: -0.292 1.344 1.150
N: 0.799 -0.399 1.035
S: -0.854 1.817 -1.295
Cl: -2.513 -0.799 -0.279

For the orbital gap, the calculation gives 9.47 eV. The value obtained for the molecular weight is 149.6 g/mol.

*2*
Here is C5H8ClNS in the gas phase from the Open Molecules 2025 dataset. Energies are from the ωB97M-V functional and the def2-TZVPD basis.

Cartesian coordinates (Å):
S: 3.686 -0.765 0.007
C: 2.289 -0.553 -0.732
C: 1.290 0.548 -0.325
N: -0.071 0.042 -0.490
C: -1.198 0.968 -0.155
C: -1.923 -0.155 0.627
Cl: -3.102 -0.973 -0.483
C: -0.522 -0.857 0.562
H: 2.013 -1.025 -1.739
H: 1.562 0.747 0.750
H: 1.477 1.369 -0.980
H: -0.854 1.727 0.551
H: -1.773 1.390 -1.047
H: -2.424 0.052 1.587
H: -0.510 -1.898 0.365
H: 0.057 -0.618 1.504

For the orbital gap, the calculation gives 8.60 eV. As for the structure (SMILES): S=CCN1CC(Cl)C1. The value obtained for the molecular weight is 149.6 g/mol.

Energy ordering: *2* at the bottom, the next structure 0.0303 hartree above.

*1*
Here is C3H4FN in the gas phase from the Open Molecules 2025 dataset. Energies are from the ωB97M-V functional and the def2-TZVPD basis.

Cartesian coordinates (Å):
N: 0.851 2.080 1.504
C: 0.635 1.170 0.808
C: 0.444 0.190 -0.106
C: -0.885 -0.570 -0.393
F: -1.036 -1.500 0.542
H: 1.116 -0.726 0.586
H: 1.174 0.540 -1.012
H: -1.822 -0.216 -0.443
H: -0.478 -0.968 -1.487

For the orbital gap, the calculation gives 11.63 eV. As for the structure (SMILES): N#CCCF. The value obtained for the molecular weight is 73.1 g/mol.

*2*
Here is 2 unconnected molecules or ions with the total composition C3H4FN from the Open Molecules 2025 dataset. Energies are from the ωB97M-V functional and the def2-TZVPD basis.

Cartesian coordinates (Å):
C: -0.264 0.858 -0.395
C: 0.266 0.093 -1.323
F: 1.472 -0.482 -1.194
H: 0.250 1.067 0.527
H: -1.232 1.294 -0.547
H: -0.183 -0.150 -2.276
C: 1.403 -1.252 2.163
N: 2.034 -0.306 2.165
H: 0.822 -2.137 2.167

For the orbital gap, the calculation gives 11.11 eV. As for the structure (SMILES): C=CF.C#N. The value obtained for the molecular weight is 73.1 g/mol.

*3*
Here is C3H4FN in the gas phase from the Open Molecules 2025 dataset. Energies are from the ωB97M-V functional and the def2-TZVPD basis.

Cartesian coordinates (Å):
C: -1.612 0.105 0.206
N: -0.901 -0.789 -0.192
C: 0.493 -0.735 -0.072
C: 1.300 0.296 -0.242
F: 2.597 0.197 0.067
H: -2.753 0.074 0.188
H: -1.066 1.082 0.474
H: 0.839 -1.547 0.401
H: 1.103 1.317 -0.829

For the orbital gap, the calculation gives 10.42 eV. As for the structure (SMILES): C=N/C=C/F. The value obtained for the molecular weight is 73.1 g/mol.

Energy ordering: *2* at the bottom, the next structure 0.0268 hartree above.

*1*
Here is C4H8N2O2S in the gas phase from the Open Molecules 2025 dataset. Energies are from the ωB97M-V functional and the def2-TZVPD basis.

Cartesian coordinates (Å):
C: 0.601 2.094 0.148
C: -0.901 0.429 1.706
C: -0.580 -0.984 1.233
C: -0.447 0.879 0.267
N: 0.140 -0.467 0.067
N: 1.513 -1.577 -1.824
O: 0.574 3.107 0.760
O: -0.526 0.019 -2.447
S: -0.235 -1.094 -1.588
H: 1.274 1.754 -0.732
H: -2.036 0.455 1.976
H: -0.248 0.809 2.557
H: -0.011 -1.564 1.965
H: -1.483 -1.470 1.012
H: -1.241 1.009 -0.382
H: 1.996 -0.911 -2.471
H: 1.611 -2.489 -2.247

For the orbital gap, the calculation gives 9.73 eV. The value obtained for the molecular weight is 148.2 g/mol.

*2*
Here is C4H8N2O2S in the gas phase from the Open Molecules 2025 dataset. Energies are from the ωB97M-V functional and the def2-TZVPD basis.

Cartesian coordinates (Å):
H: -0.515 1.572 0.620
N: -1.503 1.482 0.409
C: -1.916 0.468 -0.161
N: -3.226 0.462 -0.529
S: -1.050 -1.040 -0.674
C: 0.103 -1.125 0.682
C: 1.612 -1.002 0.275
C: 1.973 0.391 -0.259
O: 1.402 1.394 0.053
O: 3.106 0.378 -0.957
H: -3.643 1.330 -0.744
H: -3.618 -0.493 -0.826
H: -0.100 -0.200 1.286
H: -0.083 -2.027 1.299
H: 1.943 -1.790 -0.451
H: 2.268 -1.084 1.182
H: 3.248 1.284 -1.203

For the orbital gap, the calculation gives 9.49 eV. As for the structure (SMILES): [H]/N=C(/N)SCCC(=O)O. The value obtained for the molecular weight is 148.2 g/mol.

*3*
Here is a molecular structure, C4H8N2O2S from the Open Molecules 2025 dataset. Energies are from the ωB97M-V functional and the def2-TZVPD basis.

Cartesian coordinates (Å):
C: -1.607 -0.741 4.249
C: 1.132 0.014 -1.360
C: 0.323 -1.246 -1.319
C: 1.828 0.295 -2.665
N: -1.216 -0.139 3.365
N: 1.187 0.723 -0.322
O: -2.329 2.496 2.773
O: -3.347 0.580 1.674
S: -2.172 1.399 1.856
H: -1.992 -1.303 5.059
H: -0.372 -1.213 -0.486
H: 0.995 -2.093 -1.178
H: -0.203 -1.401 -2.258
H: 1.103 0.304 -3.478
H: 2.560 -0.487 -2.870
H: 2.339 1.258 -2.642
H: 1.773 1.554 -0.395

For the orbital gap, the calculation gives 9.71 eV. The value obtained for the molecular weight is 148.2 g/mol.

Energy ordering: *2* at the bottom, the next structure 0.0704 hartree above.

*1*
Here is C4H6FNOS in the gas phase from the Open Molecules 2025 dataset. Energies are from the ωB97M-V functional and the def2-TZVPD basis.

Cartesian coordinates (Å):
N: -0.041 -1.843 -1.440
C: 0.599 -0.676 -1.285
O: 1.055 0.059 -2.143
C: 0.264 -0.043 0.081
S: -0.868 -0.848 1.177
C: 1.299 0.909 0.855
C: -0.063 1.402 0.248
F: -1.042 2.005 0.992
H: -0.978 -1.940 -0.892
H: -0.196 -2.025 -2.520
H: -0.087 -1.662 2.010
H: 1.442 0.674 1.983
H: 2.088 1.336 0.195
H: 0.250 2.035 -0.715

For the orbital gap, the calculation gives 9.98 eV. As for the structure (SMILES): NC(=O)[C@@]1(S)C[C@@H]1F. The value obtained for the molecular weight is 135.2 g/mol.

*2*
Here is C4H6FNOS in the gas phase from the Open Molecules 2025 dataset. Energies are from the ωB97M-V functional and the def2-TZVPD basis.

Cartesian coordinates (Å):
O: -0.330 -1.111 1.874
C: -1.140 -0.464 1.203
N: -0.740 0.205 0.083
S: -1.909 1.241 -0.645
C: 0.638 0.371 -0.273
C: 1.186 -0.160 -1.556
C: 1.466 -0.883 -0.261
F: 2.730 -0.749 0.303
H: -2.210 -0.399 1.451
H: -1.646 2.358 0.092
H: 1.151 1.246 0.074
H: 0.512 -0.637 -2.314
H: 2.051 0.427 -1.954
H: 1.032 -1.847 0.005

For the orbital gap, the calculation gives 10.42 eV. As for the structure (SMILES): O=CN(S)[C@@H]1C[C@H]1F. The value obtained for the molecular weight is 135.2 g/mol.

*3*
Here is C4H6FNOS in the gas phase from the Open Molecules 2025 dataset. Energies are from the ωB97M-V functional and the def2-TZVPD basis.

Cartesian coordinates (Å):
N: 0.105 1.886 -0.094
C: -0.426 0.599 0.184
C: 0.631 -0.506 0.281
O: 0.390 -1.628 0.690
S: 2.240 0.047 -0.268
C: -1.673 0.331 1.019
C: -1.747 0.175 -0.423
F: -1.874 -1.084 -0.963
H: -0.293 2.361 -0.923
H: 0.061 2.477 0.707
H: 2.803 -1.168 -0.124
H: -1.619 -0.574 1.633
H: -2.190 1.229 1.452
H: -2.310 0.907 -1.018

For the orbital gap, the calculation gives 10.24 eV. As for the structure (SMILES): N[C@@]1(C(=O)S)C[C@@H]1F. The value obtained for the molecular weight is 135.2 g/mol.

Energy ordering: *3* at the bottom, the next structure 0.0226 hartree above.